(1)
{"formula": "C3H8N3O", "method": "ωB97M-V/def2-TZVPD", "symbols": ["O", "N", "N", "N", "C", "C", "C", "H", "H", "H", "H", "H", "H", "H", "H"], "coordinates": [[2.03193, -1.50920, 0.04852], [-2.08639, -0.28430, -0.08849], [1.17461, -0.69359, 0.12134], [1.96085, 1.10984, -0.04932], [-1.23893, -1.43725, -0.04984], [-0.04087, -0.39416, 0.07057], [-1.03624, 0.71913, -0.03740], [-0.79387, 1.15200, -0.95091], [-2.90930, -0.19179, 0.60911], [2.30491, 1.66961, 0.70820], [-1.22640, -1.96931, 0.92316], [-1.30699, -1.96197, -0.91711], [2.93253, 0.99031, -0.53488], [-1.07480, 1.29602, 0.84645], [1.30897, 1.50466, -0.69941]], "fmax_ev_per_a": 6.09, "multiplicity": 3, "gap_ha": [0.322, 0.220], "e_above_lowest_ev": 4.307, "lumo_ev": [-3.8, -8.0], "s_squared": 2.015, "charge": 1}

(2)
{"formula": "C44H45BrCl2FeN4O4PS3Te", "method": "ωB97M-V/def2-TZVPD", "symbols": ["Te", "Br", "Fe", "Cl", "Cl", "S", "S", "S", "P", "O", "O", "O", "O", "N", "N", "N", "N", "C", "C", "C", "C", "C", "C", "C", "C", "C", "C", "C", "C", "C", "C", "C", "C", "C", "C", "C", "C", "C", "C", "C", "C", "C", "C", "C", "C", "C", "C", "C", "C", "C", "C", "C", "C", "C", "C", "C", "C", "C", "C", "C", "C", "H", "H", "H", "H", "H", "H", "H", "H", "H", "H", "H", "H", "H", "H", "H", "H", "H", "H", "H", "H", "H", "H", "H", "H", "H", "H", "H", "H", "H", "H", "H", "H", "H", "H", "H", "H", "H", "H", "H", "H", "H", "H", "H", "H", "H"], "coordinates": [[-10.35339, 6.89088, 24.80596], [-16.87652, 14.85245, 25.00271], [-13.23297, 9.40268, 23.55205], [-10.54561, 11.55731, 30.29163], [-8.27201, 10.09922, 25.70574], [-16.16977, 10.21697, 20.28166], [-14.09980, 7.70169, 21.60024], [-10.60760, 3.31294, 24.45587], [-15.33492, 8.44261, 20.15697], [-7.79911, 9.96288, 19.96364], [-11.19902, 9.77719, 24.79217], [-13.88123, 9.42767, 25.49165], [-14.69913, 6.73790, 24.43767], [-7.38040, 11.34823, 21.71540], [-14.34093, 11.32572, 23.53367], [-11.88302, 10.51873, 22.16562], [-15.33715, 5.09139, 26.01743], [-12.10000, 10.08408, 26.99240], [-10.45618, 10.73658, 19.81054], [-13.20006, 7.95887, 16.12754], [-17.39198, 4.88468, 20.46268], [-16.55553, 5.95915, 20.71318], [-18.04663, 5.81875, 25.56249], [-10.40751, 5.01426, 23.91224], [-17.76794, 6.67393, 26.80689], [-12.96166, 7.04898, 17.17336], [-16.68536, 7.20430, 20.02999], [-9.53488, 10.83040, 27.85120], [-15.65539, 11.17749, 23.71142], [-5.54028, 11.45818, 19.94136], [-13.44109, 9.87103, 26.61155], [-12.50668, 10.77168, 20.96686], [-9.76003, 10.72003, 21.03010], [-10.32759, 5.07450, 22.50143], [-10.49774, 10.63024, 22.16648], [-14.58810, 13.64824, 23.94388], [-17.72429, 7.34263, 19.13312], [-15.38368, 5.73508, 27.33108], [-14.07392, 9.03025, 16.30058], [-9.67944, 10.31162, 26.59333], [-14.67921, 9.20010, 17.53697], [-18.69048, 6.32840, 19.01281], [-15.54884, 5.96476, 24.90434], [-7.69717, 12.28816, 22.81904], [-10.64551, 10.86874, 28.73927], [-15.91210, 13.41278, 24.28870], [-14.40502, 8.34175, 18.60687], [-13.83447, 12.56083, 23.54804], [-10.98883, 10.01471, 26.01257], [-8.44226, 13.58154, 22.41736], [-16.97449, 5.89669, 24.41745], [-18.50367, 5.11678, 19.64716], [-8.22074, 10.66540, 20.87440], [-16.46418, 12.19503, 24.12542], [-10.52826, 2.78437, 22.81659], [-5.96606, 11.19510, 21.42295], [-13.51874, 7.30939, 18.40448], [-11.82564, 10.76428, 19.74869], [-11.88690, 10.45626, 28.32745], [-10.38722, 3.77417, 21.90574], [-16.74473, 6.03351, 27.84428], [-12.31505, 10.74522, 18.77795], [-10.23540, 3.62224, 20.85370], [-17.73743, 8.18442, 18.50501], [-14.81335, 5.02975, 27.98584], [-15.82490, 5.83480, 21.52012], [-14.34220, 9.68483, 15.49213], [-8.29589, 11.75510, 23.58362], [-9.84829, 10.76199, 18.94152], [-19.04032, 6.16350, 25.14645], [-17.18498, 3.95907, 20.93946], [-18.73019, 6.76906, 27.32124], [-10.19172, 5.98054, 21.94838], [-5.40217, 10.50557, 19.43411], [-12.71887, 7.73395, 15.15912], [-18.21731, 4.73720, 25.78434], [-10.04839, 10.66312, 23.16144], [-9.34305, 13.35883, 21.84499], [-17.42384, 7.68788, 26.53953], [-6.19330, 12.06673, 19.31849], [-19.56109, 6.57707, 18.42623], [-16.65146, 6.83384, 28.60898], [-5.58623, 10.16058, 21.69410], [-17.18171, 6.79108, 23.82334], [-14.14364, 14.64806, 24.12954], [-13.60801, 10.93208, 21.04020], [-4.54071, 11.93816, 20.00735], [-6.74345, 12.53548, 23.34178], [-17.51050, 11.98814, 24.43801], [-14.80911, 6.65690, 27.16029], [-14.24573, 10.09496, 27.35263], [-17.19687, 5.14069, 28.30803], [-15.88661, 4.23967, 26.00376], [-12.34187, 6.14108, 17.07649], [-8.55247, 11.14291, 28.17570], [-7.80213, 14.19018, 21.81334], [-12.72545, 10.48501, 29.04064], [-17.12140, 5.05106, 23.70053], [-15.41769, 9.98615, 17.68715], [-5.34144, 11.88734, 22.05115], [-13.31100, 6.61019, 19.21252], [-12.76496, 12.61522, 23.27478], [-19.31997, 4.38925, 19.58872], [-16.04601, 10.18645, 23.57529], [-10.62032, 1.72462, 22.60646], [-8.69087, 14.15070, 23.36561]], "fmax_ev_per_a": 3.08, "multiplicity": 6, "gap_ha": [0.262, 0.221], "e_above_lowest_ev": 1.375, "lumo_ev": [-0.5, -1.5], "s_squared": 8.773}

(3)
{"formula": "C20H27N3O3S", "method": "ωB97M-V/def2-TZVPD", "symbols": ["S", "O", "O", "O", "N", "N", "N", "C", "C", "C", "C", "C", "C", "C", "C", "C", "C", "C", "C", "C", "C", "C", "C", "C", "C", "C", "C", "H", "H", "H", "H", "H", "H", "H", "H", "H", "H", "H", "H", "H", "H", "H", "H", "H", "H", "H", "H", "H", "H", "H", "H", "H", "H", "H"], "coordinates": [[-5.49360, -2.47819, 0.49491], [-4.42496, 0.12472, 1.32355], [-1.67138, 2.49538, 1.39824], [0.19989, 0.76524, -2.13201], [4.21556, -1.01264, -0.25892], [-0.51522, 2.46080, 0.69208], [1.82090, 0.91674, -0.56025], [-6.60569, -1.89538, 1.81251], [3.36386, -0.82559, -1.41246], [6.50492, -1.36340, 0.37178], [-5.37036, -1.01207, -0.50642], [0.54678, 0.98204, -0.98264], [2.85152, 0.61475, -1.53188], [4.38567, -2.40017, 0.13919], [-4.82355, 0.16699, 0.01309], [-5.65981, 0.04166, -2.64557], [-5.14280, 1.21497, -2.12910], [2.63476, 2.56426, 1.08533], [-3.68262, 1.19279, 1.84521], [-4.72725, 1.28144, -0.80940], [5.57065, -2.33628, 1.09209], [2.23874, 1.11569, 0.81220], [-0.49319, 1.33455, 0.02768], [-5.77565, -1.06899, -1.82849], [5.54847, -0.42275, -0.37770], [-1.67181, 0.58517, 0.28661], [-2.36570, 1.37041, 1.16046], [3.47125, -2.76278, 0.61320], [-7.52121, -1.52114, 1.36455], [2.98079, 2.66371, 2.11049], [3.08132, 0.44216, 0.98642], [5.84878, -0.31577, -1.43009], [3.67726, 1.31862, -1.41011], [-6.11195, -1.12426, 2.39315], [-3.51668, 0.93311, 2.89762], [-1.94061, -0.36594, -0.12006], [2.40410, 0.74941, -2.51910], [6.02508, -3.30921, 1.26614], [-6.81751, -2.76001, 2.43267], [3.88645, -1.08925, -2.35041], [-5.97246, -0.01074, -3.67665], [4.61864, -3.05307, -0.71918], [-6.17509, -1.99717, -2.20673], [-5.04946, 2.09011, -2.75367], [3.43402, 2.87752, 0.41845], [1.77549, 3.21258, 0.93637], [-4.24494, 2.13752, 1.81413], [-4.31230, 2.20547, -0.43873], [5.53923, 0.57437, 0.07327], [5.25048, -1.91758, 2.04611], [2.50182, -1.48931, -1.31021], [1.42206, 0.83079, 1.47868], [7.15450, -0.82597, 1.05979], [7.13280, -1.90528, -0.33614]], "fmax_ev_per_a": 1.21, "smiles": "CCN(CCN1CCCC1)C(=O)c1cc(COc2ccccc2SC)on1", "gap_ha": 0.334, "e_above_lowest_ev": 3.440, "lumo_ev": 0.7}